(1)
Below is an isolated molecule of C2H7O2P at a distorted geometry, with properties calculated with wB97M-V/def2-TZVPD.

## Properties
Energy above the lowest of the compared OMol25 structures with the same formula, charge and spin: 43.1 kcal per mole
SMILES: OC(O)CP
LUMO energy: 0.73 eV
Maximum force: 3.2 eV/A
Kohn-Sham gap: 9.946 eV
Molecular weight: 94.05 g mol⁻¹
Total charge: 0
Total energy: -15569.9131 eV

Each atom is followed by the atoms it is bonded to, with distances in Å.
CARTESIAN COORDINATES (ANGSTROEM)
1 O -0.693 1.416 0.348  C2 1.489, H6 0.963
2 C -0.767 0.065 -0.274  O1 1.489, O3 1.418, C4 1.499, H7 1.021
3 O -2.063 -0.508 -0.216  C2 1.418, H8 0.975
4 C 0.324 -0.843 0.208  C2 1.499, P5 1.980, H9 1.096, H10 1.039
5 P 2.160 -0.192 -0.152  C4 1.980, H11 1.445, H12 1.403
6 H -1.054 2.127 -0.191  O1 0.963
7 H -0.661 0.263 -1.270  C2 1.021
8 H -2.262 -1.034 0.580  O3 0.975
9 H 0.208 -1.771 -0.362  C4 1.096
10 H 0.373 -1.061 1.223  C4 1.039
11 H 2.547 0.575 1.009  P5 1.445
12 H 1.888 0.961 -0.903  P5 1.403

(2)
Below is an isolated molecule of C2H7O3P at a distorted geometry, with properties calculated with wB97M-V/def2-TZVPD.

## Properties
Energy above the lowest of the compared OMol25 structures with the same formula, charge and spin: 40.8 kcal per mole
SMILES: C=P(O)(O)OC
LUMO energy: 0.50 eV
Maximum force: 4.7 eV/A
Kohn-Sham gap: 9.632 eV
Molecular weight: 110.05 g mol⁻¹
Total charge: 0
Total energy: -17617.6998 eV

Each atom is followed by the atoms it is bonded to, with distances in Å.
CARTESIAN COORDINATES (ANGSTROEM)
1 C 1.490 -0.901 -0.041  P2 1.699, H7 1.074, H8 1.195
2 P 0.254 -0.155 0.856  C1 1.699, O3 1.602, O4 1.910, O5 1.608
3 O 0.804 0.627 2.140  P2 1.602, H9 0.966
4 O -1.334 -0.877 1.632  P2 1.910, H10 0.947
5 O -0.319 1.147 0.106  P2 1.608, C6 1.418
6 C -0.424 1.055 -1.305  O5 1.418, H11 1.097, H12 1.055, H13 1.066
7 H 1.909 -1.698 0.546  C1 1.074
8 H 0.917 -1.482 -0.914  C1 1.195
9 H 1.717 0.877 1.951  O3 0.966
10 H -1.464 -0.337 2.399  O4 0.947
11 H -0.542 2.075 -1.690  C6 1.097
12 H -1.294 0.620 -1.714  C6 1.055
13 H 0.287 0.500 -1.874  C6 1.066

(3)
Below is a cluster of 3 separate species, C2H7O4 in total at a distorted geometry, with properties calculated with wB97M-V/def2-TZVPD.

## Properties
Energy above the lowest of the compared OMol25 structures with the same formula, charge and spin: 10.1 kcal per mole
LUMO energy: 4.09 eV
Maximum force: 1.8 eV/A
Kohn-Sham gap: 8.723 eV
Molecular weight: 95.07 g mol⁻¹
Total charge: -1
Total energy: -10379.6214 eV

Each atom is followed by the atoms it is bonded to, with distances in Å.
CARTESIAN COORDINATES (ANGSTROEM)
1 O 1.303 0.591 -2.056  C2 1.234
2 C 1.140 0.278 -0.873  O1 1.234, O3 1.281, C4 1.558
3 O 0.250 -0.530 -0.430  C2 1.281
4 C 2.264 0.655 0.137  C2 1.558, H5 1.087, H6 1.093, H7 1.095
5 H 3.265 0.746 -0.276  C4 1.087
6 H 2.206 -0.106 0.921  C4 1.093
7 H 1.996 1.598 0.625  C4 1.095
8 H -2.568 -2.004 0.641  O10 0.972
9 H -2.430 -0.597 1.169  O10 0.991
10 O -3.072 -1.173 0.680  H8 0.972, H9 0.991
11 H -1.349 1.187 1.406  O13 0.973
12 H -0.611 -0.100 0.768  O13 1.046
13 O -0.967 0.327 1.654  H11 0.973, H12 1.046

(4)
Below is a cluster of 2 separate species, C2H7O4PS2 in total at a distorted geometry, with properties calculated with wB97M-V/def2-TZVPD.

## Properties
Energy above the lowest of the compared OMol25 structures with the same formula, charge and spin: 45.8 kcal per mole
LUMO energy (spin up / spin down): -1.87 / -1.85 eV
Maximum force: 4.5 eV/A
Kohn-Sham gap (spin up / spin down): 8.254 / 8.265 eV
Molecular weight: 190.18 g mol⁻¹
Total charge: 0
Total energy: -41331.0997 eV

Each atom is followed by the atoms it is bonded to, with distances in Å.
CARTESIAN COORDINATES (ANGSTROEM)
1 C -2.057 -0.702 -1.689  S8 1.805, H10 1.192, H11 1.078, H12 1.033
2 C 1.672 0.742 1.177  S9 1.878, H13 1.083, H14 1.088, H15 1.143
3 O -0.988 0.798 0.225  S8 1.415
4 O -2.419 -1.087 0.999  S8 1.467
5 O 3.001 -1.098 -0.065  S9 1.414
6 O 1.142 -0.053 -1.393  S9 1.463
7 P 0.070 -2.071 0.142  S8 2.221, S9 2.208
8 S -1.499 -0.505 0.016  C1 1.805, O3 1.415, O4 1.467, P7 2.221
9 S 1.683 -0.591 -0.145  C2 1.878, O5 1.414, O6 1.463, P7 2.208
10 H -1.104 -0.331 -2.300  C1 1.192
11 H -2.147 -1.775 -1.650  C1 1.078
12 H -2.896 -0.186 -2.001  C1 1.033
13 H 2.453 0.615 1.917  C2 1.083
14 H 1.647 1.730 0.724  C2 1.088
15 H 0.554 0.696 1.410  C2 1.143
16 H -0.574 -2.038 2.336  no bonds

(5)
Below is a cluster of 2 separate species, C2H7OPS in total at a distorted geometry, with properties calculated with wB97M-V/def2-TZVPD.

## Properties
Energy above the lowest of the compared OMol25 structures with the same formula, charge and spin: 130.5 kcal per mole
SMILES: [PH2]#CS.CO
LUMO energy: -0.44 eV
Maximum force: 2.1 eV/A
Kohn-Sham gap: 7.571 eV
Molecular weight: 110.12 g mol⁻¹
Total charge: 0
Total energy: -24354.4089 eV

Each atom is followed by the atoms it is bonded to, with distances in Å.
CARTESIAN COORDINATES (ANGSTROEM)
1 P 0.275 -0.871 1.991  C2 1.724, H4 1.420, H5 1.420
2 C -0.510 -1.700 0.700  P1 1.724, S3 1.658
3 S -1.635 -1.070 -0.342  C2 1.658, H6 1.409
4 H 1.492 -0.148 1.880  P1 1.420
5 H 0.792 -2.074 2.542  P1 1.420
6 H -2.293 -2.263 -0.700  S3 1.409
7 C 0.094 1.569 -0.890  O8 1.432, H9 1.136, H10 1.046, H11 1.147
8 O 1.271 0.765 -0.754  C7 1.432, H12 0.946
9 H -0.168 1.785 -1.975  C7 1.136
10 H 0.264 2.428 -0.317  C7 1.046
11 H -0.894 1.141 -0.494  C7 1.147
12 H 1.313 0.439 -1.641  O8 0.946

(6)
Below is a cluster of 2 separate species, C2H7OS in total at a distorted geometry, with properties calculated with wB97M-V/def2-TZVPD.

## Properties
Energy above the lowest of the compared OMol25 structures with the same formula, charge and spin: 19.3 kcal per mole
LUMO energy: 4.16 eV
Maximum force: 3.4 eV/A
Kohn-Sham gap: 7.048 eV
Molecular weight: 79.14 g mol⁻¹
Total charge: -1
Total energy: -15070.5685 eV

Each atom is followed by the atoms it is bonded to, with distances in Å.
CARTESIAN COORDINATES (ANGSTROEM)
1 S 2.606 0.947 0.673  H2 1.376
2 H 2.664 0.568 -0.649  S1 1.376
3 C -0.565 -0.756 0.388  O4 1.483, C5 1.592, H6 1.062, H7 1.119
4 O 0.535 -1.387 -0.382  C3 1.483, H8 1.002
5 C -1.045 0.573 -0.346  C3 1.592, H9 1.180, H10 1.166, H11 1.111
6 H -0.354 -0.546 1.407  C3 1.062
7 H -1.398 -1.497 0.475  C3 1.119
8 H 1.348 -0.804 -0.339  O4 1.002
9 H -0.251 1.445 -0.377  C5 1.180
10 H -1.854 0.953 0.402  C5 1.166
11 H -1.685 0.505 -1.252  C5 1.111